The following is a DFT calculation (the ωB97M-V functional and the def2-TZVPD basis) of C9H11Cl2HfNO2 as an isolated structure.

```
26
Properties=species:S:1:pos:R:3:forces:R:3:mulliken_charge:R:1
C 1.229 -0.852 -1.983 -1.29 -0.09 -0.53 -0.986
C 0.489 0.333 -1.664 -0.66 0.00 -0.99 -0.562
C -0.893 -0.043 -1.427 0.50 0.21 -1.33 -0.395
C -0.994 -1.456 -1.641 0.65 0.31 -0.74 -0.470
C 0.304 -1.946 -1.993 -0.14 0.98 -0.61 -0.077
Hf 0.350 -0.841 0.336 0.69 -7.55 0.33 1.111
N 0.449 -3.071 0.350 0.26 4.75 0.19 -0.566
C 0.503 1.913 0.748 0.29 2.09 0.66 -0.842
C -0.673 2.400 0.292 0.83 -0.03 0.21 -0.436
H -1.723 0.645 -1.287 0.25 -0.34 0.09 0.374
H 0.858 1.350 -1.744 -0.05 -0.33 0.06 0.816
H -1.925 -2.019 -1.620 0.48 0.02 0.21 0.380
H 0.544 -2.955 -2.314 -0.05 0.27 0.63 0.323
H 2.281 -0.881 -2.264 -0.32 -0.12 0.25 0.427
H -0.879 2.603 -0.767 0.17 -0.27 0.45 0.343
H 0.703 1.982 1.830 -0.26 -0.32 -0.53 0.355
H 0.535 -4.009 0.739 -0.05 0.48 0.32 0.028
H -1.458 2.699 0.996 0.26 -0.35 -0.25 0.197
H 1.435 1.886 0.144 -0.91 -0.27 0.26 0.494
Cl 0.177 1.067 4.816 -0.46 -0.11 -0.12 -0.120
C -1.117 0.249 3.917 0.12 -0.43 -0.05 0.108
Cl -2.483 1.310 3.521 0.21 -0.07 0.27 -0.128
C -0.570 -0.333 2.627 1.01 -0.21 -3.23 0.578
O -1.343 -0.625 1.622 0.39 0.86 2.82 -0.627
O 0.711 -0.418 2.401 -1.86 0.25 1.55 -0.669
H -1.485 -0.590 4.512 -0.05 0.27 0.10 0.342
```
Forces are in eV/Å.

Summary:
LUMO level (spin up / spin down) (hartree): -0.0113 / -0.0113
HOMO-LUMO gap (spin up / spin down) (eV): 6.0 / 5.9
2S+1: 1
Highest occupied orbital energy (spin up / spin down) (eV): -6.26 / -6.25